ORCA calculation (the ωB97M-V functional and the def2-TZVPD basis) on one molecule with the formula CH2O2 at a distorted geometry.

Positions of all 5 atoms, in Å:
O (1.872, 0.022, -0.107)
H (-1.367, 0.419, -0.257)
H (-0.704, -0.780, 0.734)
O (0.650, 0.381, -0.426)
C (-0.451, -0.043, 0.056)

Calculated values
LUMO level (alpha / beta) in eV: -0.57 / -0.57
Energy relative to the best compared isomer or geometry (same formula, charge and spin) in kcal per mole: 130.1
Total energy in eV: -5158.7722
Gap between HOMO and LUMO (alpha / beta) in eV: 9.19 / 9.20
Highest occupied orbital energy (alpha / beta) in eV: -9.761 / -9.764
2S+1: 1
Charge: 0



ORCA calculation (the ωB97M-V functional and the def2-TZVPD basis) on one molecule with the formula C18H21N3O3S.

Positions of all 46 atoms, in Å:
N (0.314, 1.430, 0.958)
C (-0.896, 0.791, 1.253)
H (-1.542, -3.223, -0.578)
C (2.489, -2.996, 0.575)
O (2.992, -3.957, 1.112)
C (1.346, -2.923, -0.288)
C (-1.953, 0.778, 0.350)
H (-2.270, -1.035, 3.737)
C (0.785, 1.771, -0.271)
N (3.043, -1.708, 0.791)
H (2.623, 2.029, -1.319)
H (2.434, 4.532, -1.660)
H (0.186, -4.699, 0.092)
C (0.946, -1.735, -0.821)
C (-0.758, -3.302, -1.331)
H (1.006, 1.355, 1.695)
C (-3.120, 0.093, 0.665)
H (3.844, -1.663, 1.411)
H (2.096, 5.569, -0.272)
H (3.605, 3.678, 0.350)
C (-1.011, 0.141, 2.477)
C (2.553, -0.581, 0.232)
H (0.969, -4.647, -1.484)
C (-3.230, -0.563, 1.893)
C (1.947, 4.577, -0.690)
N (1.550, -0.550, -0.581)
H (-1.167, -3.823, -2.195)
C (-0.257, -1.892, -1.690)
C (0.456, -4.041, -0.733)
H (2.080, 3.620, 1.239)
H (0.883, 4.415, -0.836)
O (0.116, 1.937, -1.264)
H (-5.116, 0.461, -1.872)
H (0.041, -1.816, -2.739)
H (-4.145, -1.086, 2.119)
C (2.528, 3.524, 0.247)
H (-0.990, -1.110, -1.495)
O (-4.200, 0.004, -0.155)
S (3.286, 0.938, 0.704)
C (-2.181, -0.529, 2.788)
H (-1.835, 1.293, -0.587)
H (-3.353, 0.273, -2.034)
H (-0.187, 0.156, 3.177)
C (2.279, 2.111, -0.286)
C (-4.156, 0.662, -1.400)
H (-4.029, 1.742, -1.280)

Calculated values
LUMO level in eV: 0.45
Energy relative to the best compared isomer or geometry (same formula, charge and spin) in kcal per mole: 26.8
Total energy in eV: -40456.1840
Gap between HOMO and LUMO in eV: 8.72
Highest occupied orbital energy in eV: -8.273
2S+1: 1
Charge: 0
SMILES string: CC[C@@H](Sc1nc2c(c(=O)[nH]1)CCC2)C(=O)Nc1cccc(OC)c1